[1]
DFT (wB97M-V/def2-TZVPD) results for 2 unconnected molecules or ions with the total composition C7H9FO3P at a distorted geometry.

Output
E (eV): -25551.48799
Total charge: -1

Last column: Mulliken charge in e.
CARTESIAN COORDINATES (ANGSTROEM)
F 0.42202 2.11187 0.61804  -0.768
H -4.21067 -2.19694 -0.05039  0.252
H -3.52298 -2.87672 1.36467  0.262
C 0.46905 -1.56209 -0.42319  -0.308
O 0.87146 -2.11210 -1.67013  -0.288
H 2.75598 1.23623 1.14391  0.401
H 1.91355 0.93534 -2.65257  0.400
H 0.53710 1.89613 -2.11936  0.326
C -3.30561 -1.99447 0.66235  -1.247
C -0.91174 -1.65446 -0.14685  -0.459
C 1.47939 1.46902 -1.85347  -1.133
C 2.16963 -1.83647 -1.84293  0.732
H 2.90919 -0.46830 1.53474  0.284
O 2.83652 -2.35665 -2.73213  -0.663
C 2.17986 0.35252 1.17988  -1.121
P 1.22873 0.12972 -0.46072  0.956
H 2.17091 2.09378 -1.30238  0.330
H -3.44027 -1.02820 1.16892  0.299
C -1.98903 -2.04088 0.13981  0.736
H 1.43140 0.43859 1.94404  0.360
O 2.59176 -0.79934 -1.06892  -0.350

---

[2]
DFT (wB97M-V/def2-TZVPD) results for a molecular structure, C7H9HfNO2 at a distorted geometry.

Output
E (eV): -14276.60086
Total charge: +2

Last column: Mulliken charge in e.
CARTESIAN COORDINATES (ANGSTROEM)
O 0.64251 1.31716 -0.94421  -0.436
H -0.42006 0.28627 4.54043  0.486
H -0.22653 -0.15609 -5.20898  0.302
N -0.09791 -0.46706 0.85821  -0.236
H 1.59480 -0.53245 -5.14887  0.302
C 0.41060 0.94499 2.69672  -0.424
C -0.36287 0.07043 3.48407  -0.236
H -2.06407 0.97213 -0.69658  -0.046
C 1.07997 1.56129 0.31267  0.689
Hf -0.79441 -0.06280 -0.92673  1.561
H 0.94310 1.81969 3.03395  0.524
H -1.32053 -2.15235 1.07021  0.422
C 0.46200 0.65790 1.36628  0.292
C -0.88793 -1.30652 1.59443  0.050
C 0.61072 -0.66483 -4.74532  -0.833
H 0.43694 -1.73823 -4.61519  0.329
H 0.70495 -0.28534 -3.71408  -0.098
C -0.98498 -1.02926 2.93228  -0.656
H -1.58062 -1.71491 3.55489  0.414
O 1.85432 2.47996 0.55582  -0.405

---

[3]
DFT (wB97M-V/def2-TZVPD) results for C7H9I in the gas phase at a distorted geometry.

Output
E (eV): -15502.30263
SMILES string: IC1=C2C[C@H]2CCC1

Last column: Mulliken charge in e.
CARTESIAN COORDINATES (ANGSTROEM)
H -1.17358 2.14697 1.14511  0.441
H 2.37762 0.16893 -0.50029  0.284
H 1.15674 2.08820 0.52943  0.485
H 0.99558 0.00694 -1.48397  0.354
C 0.69750 -1.16967 0.23139  -0.546
C -0.18221 -2.09119 -0.63000  -0.503
C -1.52310 0.11823 0.37546  -0.283
H -0.12915 -1.84080 -1.71776  0.196
H 0.20357 1.87678 -0.74932  0.261
C -0.78594 -1.04691 0.19158  0.294
C 0.61248 1.37121 0.05968  -0.793
C -0.66861 1.18958 1.01408  -0.727
I -3.22139 0.83593 -0.68237  0.067
C 1.22072 0.10312 -0.48543  -0.538
H 1.19962 -1.45146 1.06363  0.466
H -0.40869 -3.21857 -0.36167  0.233
H -0.37117 0.91272 2.00043  0.310